No. 1
# C6H12

A single C6H12 molecule at a distorted geometry (the ωB97M-V functional and the def2-TZVPD basis, the OMol25 dataset).

Positions of all 18 atoms, in Å:
C  2.652  -0.893  -0.614
C  1.341  -0.683  -1.034
C  0.499  0.469  -0.560
C  -0.828  0.100  0.006
C  -1.862  1.196  0.150
C  -0.665  -0.643  1.308
H  3.120  -0.140  -0.041
H  3.224  -1.703  -1.130
H  0.812  -1.251  -1.826
H  1.023  1.105  0.161
H  0.247  1.093  -1.543
H  -1.259  -0.586  -0.776
H  -1.596  1.771  1.114
H  -2.924  0.775  0.324
H  -1.895  1.794  -0.776
H  -1.541  -1.274  1.508
H  0.346  -1.239  1.495
H  -0.695  0.110  2.237

LUMO = 1.2 eV
SMILES = C=CCC(C)C
2S+1 = 1

The Mulliken scheme yields these atomic charges, measured in e: -0.7888, -0.1503, -0.5884, 0.7891, -1.4135, -1.2177, 0.2982, 0.2550, 0.2570, 0.3105, 0.2152, 0.1754, 0.3131, 0.3060, 0.3574, 0.3418, 0.2727, 0.2675

---

No. 2
# C12H21F3NO5S2

2 unconnected molecules or ions with the total composition C12H21F3NO5S2 (the ωB97M-V functional and the def2-TZVPD basis, the OMol25 dataset).

Positions of all 44 atoms, in Å:
O  2.111  -1.600  1.719
C  1.351  -1.716  2.624
O  1.551  -2.328  3.801
C  0.323  -2.275  4.564
C  -0.695  -2.050  3.442
S  -1.047  -3.551  2.478
S  -2.121  -0.990  3.955
O  -1.778  -0.450  5.234
O  -2.478  -0.169  2.841
C  -3.614  -2.077  4.258
F  -3.385  -2.874  5.282
F  -3.957  -2.800  3.213
F  -4.586  -1.248  4.544
O  0.057  -1.198  2.590
H  0.203  -3.207  5.113
H  0.378  -1.418  5.238
H  -1.852  -4.124  3.379
C  -1.106  -0.047  -0.483
C  0.411  0.108  -0.586
C  0.964  1.386  -1.191
N  0.617  1.727  -2.632
C  -0.794  2.203  -2.746
C  1.556  2.829  -3.079
C  2.791  2.108  -3.581
C  2.217  0.877  -4.294
C  0.887  0.578  -3.587
H  -1.562  -0.350  -1.427
H  -1.341  -0.825  0.242
H  -1.589  0.868  -0.137
H  0.844  -0.770  -1.069
H  0.826  0.092  0.422
H  2.052  1.337  -1.158
H  0.652  2.254  -0.610
H  -0.955  3.000  -2.024
H  -1.475  1.383  -2.556
H  -0.948  2.578  -3.755
H  1.060  3.371  -3.883
H  1.725  3.502  -2.241
H  3.439  1.820  -2.754
H  3.376  2.740  -4.245
H  2.895  0.028  -4.247
H  2.038  1.089  -5.347
H  0.905  -0.346  -3.020
H  0.053  0.534  -4.283

LUMO = -2.2 eV
2S+1 = 1
net charge = +1

The Mulliken scheme yields these atomic charges, measured in e: -0.4779, 0.4826, -0.3294, -0.3923, 0.0872, -0.0971, 1.2571, -0.6521, -0.5797, 0.6362, -0.2121, -0.1711, -0.1966, -0.1958, 0.3347, 0.3553, 0.1614, -1.2665, 0.3498, -1.0785, 0.3971, -1.1410, -0.5168, -0.6477, -0.5827, -0.4476, 0.2882, 0.2702, 0.3701, 0.3619, -0.0264, 0.2002, 0.4444, 0.3706, 0.3889, 0.5024, 0.4529, 0.3024, 0.3005, 0.4433, 0.3511, 0.2920, 0.1774, 0.4335

---

No. 3
# C6H12O

2 unconnected molecules or ions with the total composition C6H12O at a distorted geometry (the ωB97M-V functional and the def2-TZVPD basis, the OMol25 dataset).

Positions of all 19 atoms, in Å:
C  2.151  -0.115  -1.233
C  0.864  -0.131  -0.886
C  -0.175  -0.850  -1.709
C  0.372  0.464  0.373
C  0.869  1.506  1.030
C  0.125  2.250  2.093
H  2.549  -0.767  -2.003
H  2.847  0.635  -0.879
H  -0.622  -0.086  -2.350
H  -0.965  -1.277  -1.093
H  0.298  -1.589  -2.351
H  -0.554  0.049  0.769
H  1.858  1.864  0.754
H  0.292  3.324  1.998
H  -0.944  2.087  2.003
H  0.517  2.055  3.097
O  -2.947  -2.474  0.224
H  -3.235  -1.554  0.177
H  -3.738  -2.961  -0.022

LUMO = 0.7 eV
SMILES = C=C(C)/C=C/C.O
2S+1 = 1

The Mulliken scheme yields these atomic charges, measured in e: -0.9527, 0.8717, -1.1144, -0.3424, -0.0782, -1.1767, 0.2871, 0.2169, 0.2527, 0.2061, 0.3677, 0.2871, 0.2443, 0.3246, 0.3365, 0.2769, -0.6286, 0.3126, 0.3088

---

No. 4
# C42H112N14O17

11 unconnected molecules or ions with the total composition C42H112N14O17 at a distorted geometry (the ωB97M-V functional and the def2-TZVPD basis, the OMol25 dataset).

Positions of all 185 atoms, in Å:
C  -6.958  -4.926  4.328
O  -6.054  -3.957  3.878
C  -4.720  -4.330  3.699
C  -3.836  -3.028  3.629
N  -4.361  -2.168  2.535
C  -3.814  -0.817  2.599
C  -4.098  -0.184  1.281
O  -3.624  1.137  1.300
C  -3.779  1.769  0.048
H  -6.829  -5.877  3.776
H  -7.996  -4.561  4.233
H  -6.828  -5.108  5.434
H  -4.631  -4.928  2.786
H  -4.360  -4.948  4.536
H  -2.793  -3.305  3.501
H  -3.985  -2.581  4.614
H  -5.372  -2.049  2.662
H  -2.706  -0.863  2.705
H  -4.214  -0.291  3.429
H  -5.153  -0.267  1.134
H  -3.507  -0.723  0.547
H  -3.711  1.070  -0.790
H  -3.010  2.573  -0.089
H  -4.776  2.202  -0.102
C  2.469  -3.737  -0.012
O  3.837  -3.343  0.011
C  4.761  -4.362  -0.085
C  6.111  -3.736  -0.024
N  6.514  -2.943  1.083
C  6.066  -3.513  2.326
C  6.418  -2.642  3.502
O  5.441  -1.650  3.613
C  5.725  -0.758  4.697
H  1.863  -2.844  -0.037
H  2.162  -4.281  0.904
H  2.211  -4.337  -0.894
H  4.936  -4.807  -1.069
H  4.520  -5.158  0.638
H  6.248  -3.135  -0.931
H  6.836  -4.523  -0.145
H  6.062  -2.034  1.017
H  6.673  -4.431  2.460
H  4.980  -3.677  2.476
H  7.433  -2.214  3.433
H  6.353  -3.220  4.419
H  5.239  0.179  4.525
H  6.775  -0.529  4.799
H  5.314  -1.014  5.668
C  -0.480  1.757  -4.603
O  -1.094  1.060  -5.665
C  -2.396  1.514  -5.998
C  -2.707  0.705  -7.239
N  -1.992  1.206  -8.418
C  -2.225  0.673  -9.739
C  -1.733  1.582  -10.879
O  -0.419  1.972  -10.566
C  0.056  3.040  -11.323
H  -0.859  2.754  -4.493
H  0.559  1.871  -4.860
H  -0.644  1.263  -3.631
H  -2.327  2.571  -6.221
H  -3.171  1.305  -5.208
H  -3.747  0.865  -7.431
H  -2.534  -0.351  -6.996
H  -1.015  1.241  -8.149
H  -3.296  0.469  -9.783
H  -1.665  -0.285  -9.910
H  -2.326  2.510  -10.973
H  -1.732  1.075  -11.856
H  -0.574  3.959  -11.171
H  0.126  2.827  -12.392
H  1.039  3.376  -10.976
C  -3.373  -8.651  -1.594
O  -3.620  -7.283  -1.390
C  -3.739  -6.903  -0.054
C  -3.814  -5.370  0.031
N  -2.584  -4.786  -0.407
C  -2.616  -3.273  -0.510
C  -1.423  -2.847  -1.301
O  -1.526  -3.343  -2.594
C  -0.435  -2.950  -3.398
H  -4.156  -9.297  -1.225
H  -2.458  -9.005  -1.117
H  -3.205  -8.759  -2.667
H  -2.847  -7.243  0.530
H  -4.647  -7.402  0.327
H  -3.955  -5.130  1.097
H  -4.698  -4.999  -0.518
H  -2.344  -5.195  -1.308
H  -2.648  -2.840  0.488
H  -3.566  -2.885  -0.957
H  -0.535  -3.356  -0.922
H  -1.324  -1.772  -1.274
H  -0.566  -1.890  -3.676
H  -0.423  -3.634  -4.252
H  0.467  -3.014  -2.723
C  0.642  7.155  4.930
O  1.101  6.143  4.097
C  2.281  6.431  3.384
C  2.425  5.399  2.275
N  2.766  4.096  2.863
C  2.653  3.013  1.844
C  3.644  1.939  2.042
O  3.411  0.979  0.985
C  4.184  -0.203  1.068
H  -0.398  7.049  5.120
H  0.779  8.194  4.549
H  1.000  7.053  5.942
H  3.147  6.288  4.034
H  2.254  7.444  2.990
H  3.297  5.712  1.705
H  1.541  5.389  1.631
H  1.990  3.936  3.484
H  2.778  3.418  0.856
H  1.593  2.647  1.881
H  3.546  1.438  2.994
H  4.621  2.347  1.865
H  3.996  -0.808  0.158
H  3.877  -0.756  1.958
H  5.317  -0.017  1.110
C  -0.865  2.737  4.527
O  -1.365  3.935  3.997
C  -1.748  3.767  2.633
C  -2.306  5.075  2.119
N  -1.195  5.902  1.728
C  -1.597  7.177  1.225
C  -0.511  7.737  0.342
O  0.577  8.076  1.199
C  1.476  8.969  0.576
H  -0.852  2.779  5.586
H  0.119  2.420  4.185
H  -1.569  1.935  4.332
H  -2.398  2.899  2.483
H  -0.728  3.584  2.125
H  -3.063  5.444  2.804
H  -2.816  4.779  1.169
H  -0.529  5.954  2.500
H  -1.910  7.900  2.007
H  -2.456  7.018  0.633
H  -0.977  8.657  -0.123
H  -0.162  7.035  -0.376
H  2.365  9.121  1.227
H  0.912  9.860  0.285
H  1.872  8.479  -0.315
N  -0.680  0.791  1.102
C  -0.187  0.587  -0.124
N  0.956  0.008  -0.245
O  -0.803  1.002  -1.133
H  -0.315  0.353  1.936
H  -1.577  1.187  1.043
H  1.285  0.015  -1.214
H  1.653  0.069  0.495
N  -1.198  -5.641  2.265
C  -0.398  -4.753  2.755
N  -0.302  -3.666  2.049
O  0.159  -4.895  3.839
H  -1.529  -5.528  1.314
H  -1.153  -6.550  2.673
H  0.225  -2.868  2.399
H  -0.387  -3.751  1.026
N  -0.260  4.033  -0.695
C  1.031  4.079  -1.134
N  1.373  2.954  -1.793
O  1.799  5.021  -0.919
H  -0.493  4.747  0.001
H  -0.840  3.203  -0.831
H  2.366  2.772  -1.766
H  0.787  2.179  -1.650
N  2.288  -2.109  4.074
C  1.105  -1.463  4.123
N  0.156  -2.171  4.842
O  0.853  -0.430  3.513
H  2.437  -2.797  4.801
H  3.002  -1.609  3.535
H  -0.741  -1.673  4.787
H  0.042  -3.217  4.659
C  3.412  -2.376  -3.553
C  3.266  -0.868  -3.677
O  2.062  -0.348  -3.164
H  3.750  -2.718  -2.584
H  4.164  -2.640  -4.274
H  2.539  -2.970  -3.747
H  3.385  -0.563  -4.735
H  4.041  -0.379  -3.132
H  1.363  -0.806  -3.636

LUMO = 0.5 eV
SMILES = COCCNCCOC.COCCNCCOC.COCCNCCOC.COCCNCCOC.COCCNCCOC.COCCNCCOC.NC(N)=O.NC(N)=O.NC(N)=O.NC(N)=O.CCO
2S+1 = 1

Atomic partial charges in e from the Mulliken method, atoms 1 to 99: -0.7275, -0.3260, -0.4791, -0.0508, -0.1290, -0.6192, -0.0949, -0.3632, -0.6064, 0.2730, 0.2552, 0.2489, 0.0396, 0.4142, -0.1320, 0.5357, 0.3209, -0.1668, 0.6619, 0.4747, -0.0873, 0.2800, -0.0178, 0.3505, -0.3958, 0.1687, -0.2983, -1.4503, -0.3266, -0.0333, -1.0677, 0.0942, -0.8293, -0.4867, 0.5011, 0.4182, 0.2229, 0.3379, 0.4702, 0.4492, 0.2215, 0.3468, 0.0710, 0.4472, 0.4692, 0.1811, 0.3826, 0.3024, -0.7731, -0.2886, -0.5233, -0.7298, -0.1768, -0.6806, -0.5640, -0.2877, -0.7573, 0.4436, 0.3185, 0.0567, 0.4144, 0.2526, 0.4788, 0.2787, 0.1788, 0.4135, 0.2606, 0.3689, 0.3770, 0.3084, 0.2859, 0.2545, -0.8029, -0.3250, -0.6975, 0.1488, -0.1566, -0.4839, -0.2601, -0.5077, 0.1893, 0.3041, 0.3366, 0.2426, 0.1894, 0.5121, -0.6408, 0.6842, 0.1979, -0.3136, 0.7472, -0.0031, 0.2876, -0.0824, 0.2921, -0.1427, -0.9714, -0.2308, -0.8755

---

No. 5
# CBrIN2O2S

A molecular structure, CBrIN2O2S at a distorted geometry (the ωB97M-V functional and the def2-TZVPD basis, the OMol25 dataset).

Positions of all 8 atoms, in Å:
C  1.172  -1.067  0.810
N  1.571  -1.694  1.675
N  -1.100  1.025  0.477
O  1.537  0.961  -0.799
O  -0.062  -0.764  -1.408
S  0.565  0.030  -0.476
Br  -1.474  2.103  -0.904
I  -2.209  -0.594  0.624

LUMO = -1.6 eV
2S+1 = 1

The Mulliken scheme yields these atomic charges, measured in e: 0.2958, -0.2808, -0.4510, -0.4152, -0.3531, 0.8415, 0.0903, 0.2725

---

No. 6
# C14H16O

2 unconnected molecules or ions with the total composition C14H16O at a distorted geometry (the ωB97M-V functional and the def2-TZVPD basis, the OMol25 dataset).

Positions of all 31 atoms, in Å:
C  -1.289  -2.801  0.604
C  2.440  -2.334  0.446
C  1.160  -2.925  0.305
C  2.641  -1.346  1.418
C  0.098  -2.277  0.895
C  1.548  -0.748  2.082
C  0.284  -1.269  1.861
H  3.430  -2.532  -0.005
H  1.184  -3.897  -0.180
H  3.589  -1.029  1.771
H  1.751  0.022  2.799
H  -1.377  -3.314  -0.353
H  -2.068  -2.055  0.687
H  -0.550  -0.940  2.487
H  -1.394  -3.689  1.262
C  -0.813  1.078  -3.231
C  0.285  1.896  0.222
C  0.180  1.234  -1.015
C  -0.819  2.685  0.657
C  -0.895  1.555  -1.838
C  -1.958  3.051  -0.158
C  -1.886  2.388  -1.350
O  -0.541  3.359  1.746
H  1.138  1.495  0.771
H  0.829  0.406  -1.112
H  0.296  3.167  2.182
H  -2.705  3.611  0.379
H  -1.565  0.526  -3.784
H  0.005  0.189  -3.392
H  -2.585  2.726  -2.176
H  -0.412  1.770  -3.981

LUMO (spin up / spin down) = -3.7 / -7.4 eV
2S+1 = 2
net charge = +1

The Mulliken scheme yields these atomic charges, measured in e: -1.6017, -0.4845, -0.6741, -0.3932, 0.9616, -0.7394, -0.3726, 0.3424, 0.4095, 0.4121, 0.5905, 0.4049, 0.3737, 0.4698, 0.3453, -1.4041, -0.5121, -0.4324, 1.0797, 0.7682, -0.8453, -0.1230, -0.4209, 0.2629, 0.3461, 0.3701, 0.4710, 0.3971, 0.2919, 0.3485, 0.3579

---

No. 7
# H12O6

6 unconnected molecules or ions with the total composition H12O6 at a distorted geometry (the ωB97M-V functional and the def2-TZVPD basis, the OMol25 dataset).

Positions of all 18 atoms, in Å:
O  1.192  0.678  -0.675
H  1.056  0.821  0.216
H  0.403  0.849  -1.177
O  -1.997  -1.387  -0.129
H  -2.684  -1.390  -0.790
H  -1.720  -2.311  -0.053
O  0.682  -2.271  -0.953
H  -0.164  -2.098  -0.617
H  0.736  -1.446  -1.566
O  -2.390  -0.276  1.377
H  -1.379  -0.474  1.460
H  -2.687  -1.199  1.408
O  3.953  0.270  0.849
H  4.380  -0.552  0.871
H  3.148  0.011  1.322
O  -1.162  3.165  -0.530
H  -1.802  2.448  -0.482
H  -1.510  3.903  -0.101

LUMO = 0.0 eV
SMILES = O.O.O.O.O.O
2S+1 = 1

The Mulliken scheme yields these atomic charges, measured in e: -0.5397, 0.2574, 0.2834, -0.6442, 0.2640, 0.3893, -0.6629, 0.3129, 0.3022, -0.6705, 0.3277, 0.3769, -0.5947, 0.3010, 0.2920, -0.6105, 0.3252, 0.2904

---

No. 8
# C4H5IN2O

A single C4H5IN2O molecule at a distorted geometry (the ωB97M-V functional and the def2-TZVPD basis, the OMol25 dataset).

Positions of all 13 atoms, in Å:
C  -1.240  -1.500  0.137
C  -1.816  -0.338  0.156
C  0.241  -1.648  -0.013
C  0.907  1.822  -0.089
N  0.931  -0.493  -0.318
N  0.395  0.648  -0.717
O  0.820  -2.699  0.147
I  -3.529  0.720  0.094
H  -1.690  -2.468  0.327
H  1.742  2.207  -0.684
H  0.119  2.573  -0.085
H  1.255  1.644  0.935
H  1.864  -0.468  0.109

LUMO (spin up / spin down) = -0.3 / -0.5 eV
2S+1 = 1

The Mulliken scheme yields these atomic charges, measured in e: -0.0504, -0.4838, 0.4291, -0.7689, 0.1347, -0.4982, -0.5807, 0.2106, 0.3777, 0.2914, 0.3053, 0.3236, 0.3098

---

No. 9
# C8H23LiO7

A molecular structure, C8H23LiO7 at a distorted geometry (the ωB97M-V functional and the def2-TZVPD basis, the OMol25 dataset).

Positions of all 39 atoms, in Å:
Li  0.019  0.559  0.394
C  0.124  0.127  3.383
C  1.032  1.214  2.797
O  1.575  0.915  1.553
H  -0.753  -0.053  2.754
H  -0.227  0.466  4.368
H  0.670  -0.803  3.556
H  1.811  1.460  3.546
H  0.415  2.144  2.717
C  1.239  -1.962  -0.169
C  2.247  -2.329  0.918
O  3.223  -1.368  1.174
O  0.015  -1.396  0.300
H  1.016  -2.879  -0.734
H  1.680  -1.255  -0.860
H  2.791  -3.211  0.549
H  1.740  -2.628  1.848
H  2.748  -0.473  1.408
H  -0.420  -2.048  0.855
C  -3.214  -0.103  0.285
C  -2.993  1.379  0.400
O  -1.597  1.659  0.378
O  -2.875  -0.628  -0.996
H  -4.256  -0.343  0.537
H  -2.611  -0.632  1.026
H  -3.463  1.741  1.324
H  -3.500  1.884  -0.432
H  -1.485  2.586  0.145
H  -3.496  -0.271  -1.640
C  1.082  0.448  -3.895
C  0.094  0.980  -2.884
O  0.694  1.100  -1.578
O  1.456  -0.910  -3.677
H  1.959  1.123  -3.862
H  0.661  0.542  -4.897
H  -0.778  0.341  -2.758
H  -0.237  1.980  -3.201
H  1.521  1.589  -1.674
H  2.093  -0.945  -2.957

LUMO = 0.0 eV
2S+1 = 1

The Mulliken scheme yields these atomic charges, measured in e: 0.5957, -0.5415, -0.3920, -0.8940, -0.0401, 0.4043, 0.1661, 0.3459, 0.1844, -0.3111, -0.2687, -0.5859, -0.3882, 0.4829, -0.0461, 0.3500, 0.1848, 0.3628, 0.2517, -0.5463, -0.3269, -0.3624, -0.4622, 0.4093, 0.0798, 0.3315, 0.4130, 0.1982, 0.3050, -0.5750, -0.2456, -0.2848, -0.4969, 0.3143, 0.3503, 0.1523, 0.3284, 0.2163, 0.3403

---

No. 10
# C3H9NO2S

2 unconnected molecules or ions with the total composition C3H9NO2S at a distorted geometry (the ωB97M-V functional and the def2-TZVPD basis, the OMol25 dataset).

Positions of all 16 atoms, in Å:
O  1.990  -2.278  0.050
C  1.026  -1.932  -0.653
N  0.294  -0.841  -0.388
C  -0.999  -0.602  -1.027
C  -1.088  0.870  -1.423
S  -0.925  1.802  0.117
H  0.643  -2.423  -1.547
H  0.617  -0.166  0.299
H  -1.000  -1.210  -1.922
H  -1.845  -0.855  -0.546
H  -0.292  1.293  -2.084
H  -2.048  1.214  -1.814
H  -1.976  1.031  0.750
O  1.010  0.637  2.571
H  0.436  1.393  2.307
H  0.574  -0.106  3.044

LUMO = 0.5 eV
SMILES = O=CNCCS.O
2S+1 = 1

The Mulliken scheme yields these atomic charges, measured in e: -0.6001, 0.0887, 0.0748, -0.6216, -0.5713, -0.3172, 0.2675, 0.2290, 0.3006, 0.3317, 0.3488, 0.3333, 0.1687, -0.6519, 0.2969, 0.3223